1.
The following is a DFT calculation (ωB97M-V/def2-TZVPD) of 11 unconnected molecules or ions with the total composition C40H76N8O9 in a non-equilibrium geometry.

Output
Largest force on an atom in eV Å⁻¹: 2.3
Lowest unoccupied orbital energy in eV: 0.27

CARTESIAN COORDINATES (ANGSTROEM)
C: -0.85 -2.91 6.13
N: 0.53 -2.87 5.68
C: 0.91 -2.73 4.38
C: 2.36 -2.63 4.11
O: 0.04 -2.64 3.51
H: -1.15 -1.95 6.53
H: -1.03 -3.77 6.77
H: -1.51 -3.07 5.28
H: 1.21 -2.61 6.38
H: 2.58 -2.39 3.07
H: 2.85 -3.59 4.32
H: 2.93 -1.84 4.60
C: -5.35 -1.69 -0.08
N: -4.61 -0.82 -1.00
C: -4.51 0.51 -0.78
C: -3.90 1.30 -1.90
O: -4.96 1.08 0.23
H: -5.52 -2.64 -0.57
H: -6.23 -1.19 0.33
H: -4.76 -1.74 0.84
H: -4.37 -1.05 -1.94
H: -3.01 0.77 -2.24
H: -3.63 2.27 -1.49
H: -4.58 1.55 -2.72
C: -2.07 0.00 2.80
N: -2.78 1.18 2.36
C: -2.30 2.41 2.61
C: -3.01 3.58 1.93
O: -1.29 2.63 3.27
H: -1.00 0.12 2.70
H: -2.52 -0.83 2.25
H: -2.42 -0.22 3.82
H: -3.61 1.09 1.80
H: -3.43 3.25 0.98
H: -2.33 4.43 1.87
H: -3.75 3.94 2.65
C: -1.19 3.62 -1.22
N: 0.01 4.06 -1.90
C: 0.31 3.96 -3.19
C: 1.65 4.56 -3.62
O: -0.43 3.42 -4.01
H: -1.08 2.70 -0.65
H: -1.99 3.41 -1.94
H: -1.60 4.44 -0.64
H: 0.80 4.36 -1.34
H: 1.57 5.64 -3.80
H: 1.90 4.11 -4.57
H: 2.39 4.44 -2.83
C: 3.09 -7.82 -0.60
N: 3.02 -6.43 -0.17
C: 2.09 -5.98 0.68
C: 2.14 -4.50 1.00
O: 1.17 -6.66 1.13
H: 4.15 -8.10 -0.57
H: 2.83 -7.83 -1.67
H: 2.46 -8.48 -0.02
H: 3.51 -5.72 -0.69
H: 1.14 -4.18 0.69
H: 2.90 -3.91 0.49
H: 2.08 -4.43 2.08
C: -3.97 3.76 -5.31
N: -3.01 2.77 -4.85
C: -3.09 1.48 -5.26
C: -2.06 0.50 -4.76
O: -3.92 1.11 -6.08
H: -3.48 4.68 -5.00
H: -4.99 3.67 -4.96
H: -4.01 3.85 -6.40
H: -2.24 3.02 -4.23
H: -1.49 0.10 -5.60
H: -2.56 -0.28 -4.20
H: -1.28 0.90 -4.11
C: 3.37 -0.19 2.53
C: 4.64 0.27 2.28
C: 5.13 1.34 3.03
N: 4.41 1.94 3.97
C: 3.25 1.40 4.34
C: 2.68 0.36 3.61
H: 2.83 -0.95 1.98
H: 5.22 -0.18 1.49
H: 6.15 1.67 2.83
H: 2.75 1.76 5.23
H: 1.70 -0.04 3.84
C: 0.49 6.89 2.51
C: 0.39 5.52 2.57
C: 0.88 4.79 1.49
N: 1.52 5.39 0.47
C: 1.49 6.72 0.38
C: 1.05 7.53 1.42
H: 0.05 7.46 3.32
H: 0.01 5.01 3.45
H: 0.79 3.72 1.32
H: 1.82 7.12 -0.57
H: 1.00 8.61 1.45
C: -2.22 -6.61 -1.41
C: -0.97 -5.93 -1.96
C: -1.34 -4.45 -2.01
O: -2.48 -4.31 -1.20
C: -2.75 -5.50 -0.46
H: -1.96 -7.57 -0.97
H: -2.86 -6.77 -2.28
H: -0.74 -6.43 -2.90
H: -0.12 -6.11 -1.30
H: -1.62 -4.24 -3.05
H: -0.43 -3.89 -1.76
H: -3.79 -5.72 -0.26
H: -2.17 -5.46 0.47
C: -0.91 0.25 -0.54
C: -0.84 -1.26 -0.53
C: -0.02 -1.68 0.68
O: 0.87 -0.56 0.86
C: 0.12 0.62 0.56
H: -1.89 0.66 -0.30
H: -0.52 0.66 -1.47
H: -0.32 -1.66 -1.41
H: -1.82 -1.75 -0.53
H: 0.51 -2.62 0.49
H: -0.62 -1.83 1.58
H: 0.73 1.51 0.37
H: -0.46 0.72 1.49
C: 5.26 0.64 -1.95
C: 4.15 0.98 -0.95
C: 3.15 1.71 -1.82
O: 3.97 2.48 -2.70
C: 5.17 1.79 -2.98
H: 4.98 -0.29 -2.45
H: 6.20 0.43 -1.45
H: 4.49 1.64 -0.15
H: 3.67 0.07 -0.59
H: 2.44 2.32 -1.27
H: 2.53 0.97 -2.35
H: 5.99 2.49 -2.82
H: 5.29 1.35 -3.97

Mulliken population analysis, charges in e, atoms 1 to 8: number 1, C, carries -0.911; number 2, N, carries -0.247; number 3, C, carries 0.977; number 4, C, carries -1.452; number 5, O, carries -0.561; number 6, H, carries 0.339; number 7, H, carries 0.302; number 8, H, carries 0.274

2.
The following is a DFT calculation (ωB97M-V/def2-TZVPD) of 10 unconnected molecules or ions with the total composition C40H77N3O33P6 in a non-equilibrium geometry.

Output
Largest force on an atom in eV Å⁻¹: 3.9
Lowest unoccupied orbital energy in eV: -0.81

CARTESIAN COORDINATES (ANGSTROEM)
O: -3.52 -6.53 -15.89
N: -4.44 -7.15 -15.39
O: -5.37 -6.55 -14.78
C: -4.52 -8.62 -15.51
C: -5.73 -9.28 -15.28
C: -5.90 -10.62 -15.49
C: -4.80 -11.34 -15.88
C: -3.57 -10.75 -16.21
C: -3.41 -9.36 -16.02
H: -6.64 -8.81 -14.94
H: -6.77 -11.20 -15.18
H: -4.89 -12.42 -15.90
H: -2.73 -11.30 -16.62
H: -2.51 -8.83 -16.29
O: 4.40 4.26 -13.53
N: 5.24 5.07 -13.12
O: 6.15 4.74 -12.36
C: 5.12 6.47 -13.58
C: 4.21 6.85 -14.53
C: 4.10 8.22 -14.83
C: 4.89 9.14 -14.19
C: 5.89 8.72 -13.36
C: 6.00 7.38 -13.08
H: 3.67 6.05 -15.03
H: 3.36 8.56 -15.53
H: 4.65 10.19 -14.20
H: 6.49 9.44 -12.82
H: 6.78 7.15 -12.37
O: 5.23 -7.04 -20.03
N: 5.70 -5.89 -19.81
O: 6.71 -5.47 -20.32
C: 5.06 -5.06 -18.75
C: 5.56 -3.78 -18.48
C: 5.10 -3.06 -17.35
C: 4.11 -3.64 -16.49
C: 3.59 -4.88 -16.80
C: 4.06 -5.64 -17.90
H: 6.34 -3.31 -19.06
H: 5.43 -2.07 -17.09
H: 3.91 -3.12 -15.56
H: 2.96 -5.49 -16.17
H: 3.75 -6.68 -17.99
C: 7.87 -2.20 -8.39
O: 9.09 -2.35 -7.70
P: 10.27 -1.30 -7.98
O: 11.04 -1.48 -9.24
O: 11.22 -1.47 -6.68
C: 12.23 -0.54 -6.43
O: 9.57 0.19 -7.82
C: 8.95 0.59 -6.60
H: 7.25 -1.36 -8.08
H: 7.24 -3.07 -8.23
H: 8.09 -1.92 -9.42
H: 12.20 -0.08 -5.44
H: 12.29 0.29 -7.13
H: 13.17 -1.08 -6.35
H: 8.94 1.67 -6.44
H: 9.59 0.17 -5.82
H: 7.95 0.19 -6.45
C: -2.10 -5.88 -21.69
O: -1.64 -7.12 -21.11
P: -1.12 -8.27 -22.16
O: -0.02 -7.78 -23.03
O: -2.47 -8.83 -22.93
C: -3.72 -9.04 -22.18
O: -0.69 -9.51 -21.21
C: -0.06 -10.68 -21.76
H: -3.19 -5.80 -21.76
H: -1.67 -5.78 -22.68
H: -1.80 -5.08 -21.01
H: -3.72 -8.98 -21.09
H: -4.04 -10.07 -22.33
H: -4.46 -8.31 -22.52
H: 0.94 -10.72 -21.33
H: 0.03 -10.74 -22.84
H: -0.65 -11.57 -21.50
C: 3.25 -0.91 -27.78
O: 3.07 0.42 -27.39
P: 1.74 0.92 -26.62
O: 1.72 2.38 -26.32
O: 0.53 0.41 -27.49
C: -0.84 0.31 -26.98
O: 1.66 0.01 -25.26
C: 2.65 0.20 -24.27
H: 4.30 -1.15 -27.89
H: 2.74 -1.02 -28.74
H: 2.73 -1.62 -27.13
H: -1.45 1.20 -27.10
H: -0.81 0.16 -25.90
H: -1.42 -0.48 -27.46
H: 2.48 -0.19 -23.27
H: 2.89 1.23 -24.01
H: 3.56 -0.27 -24.64
C: 14.98 -3.31 -29.62
O: 15.55 -3.88 -28.42
P: 15.02 -3.36 -26.95
O: 15.12 -1.87 -26.74
O: 13.47 -3.97 -26.90
C: 13.26 -5.39 -26.77
O: 15.87 -4.23 -25.85
C: 17.20 -3.94 -25.62
H: 15.81 -2.87 -30.19
H: 14.23 -2.53 -29.48
H: 14.51 -4.05 -30.26
H: 12.42 -5.56 -26.09
H: 14.15 -5.85 -26.35
H: 12.96 -5.68 -27.78
H: 17.78 -4.65 -26.21
H: 17.56 -4.12 -24.61
H: 17.51 -2.95 -25.95
C: 10.01 5.75 -18.21
O: 10.41 4.41 -18.30
P: 9.36 3.18 -18.65
O: 7.97 3.39 -18.10
O: 9.48 2.98 -20.21
C: 10.71 2.60 -20.73
O: 10.19 1.90 -18.04
C: 10.42 1.90 -16.63
H: 10.48 6.28 -17.39
H: 8.92 5.83 -18.16
H: 10.26 6.25 -19.15
H: 11.04 3.22 -21.56
H: 10.48 1.68 -21.27
H: 11.55 2.38 -20.07
H: 9.63 1.31 -16.16
H: 10.35 2.88 -16.16
H: 11.36 1.40 -16.39
C: 10.58 -12.03 -26.68
O: 9.86 -10.94 -27.25
P: 8.94 -11.19 -28.57
O: 7.89 -12.21 -28.47
O: 8.38 -9.71 -28.96
C: 7.48 -9.14 -28.03
O: 10.02 -11.52 -29.81
C: 10.33 -12.86 -30.10
H: 11.57 -11.78 -26.28
H: 10.74 -12.82 -27.42
H: 9.96 -12.56 -25.95
H: 7.66 -9.50 -27.02
H: 6.46 -9.33 -28.37
H: 7.55 -8.06 -27.98
H: 9.72 -13.60 -29.58
H: 11.39 -12.99 -29.92
H: 10.05 -12.97 -31.15
C: -1.91 -2.18 -3.37
C: -0.92 -2.84 -4.33
O: -1.39 -2.63 -5.65
C: -0.68 -3.21 -6.68
O: 0.38 -3.76 -6.49
O: -1.22 -3.06 -7.81
C: -0.72 -3.80 -8.94
H: -1.99 -1.12 -3.58
H: -1.47 -2.23 -2.37
H: -2.91 -2.61 -3.39
H: -0.84 -3.91 -4.13
H: 0.05 -2.41 -4.08
H: 0.37 -3.84 -8.99
H: -1.13 -3.39 -9.87
H: -0.96 -4.87 -8.87

Mulliken population analysis, charges in e, atoms 1 to 8: number 1, O, carries -0.554; number 2, N, carries 0.915; number 3, O, carries -0.567; number 4, C, carries -0.022; number 5, C, carries -0.009; number 6, C, carries -0.606; number 7, C, carries -0.203; number 8, C, carries -0.599

Q: Which formula does entry 2 have?
A: C40H77N3O33P6

Q: The lowest lowest unoccupied orbital energy belongs to which entry?
A: C40H77N3O33P6